No. 1
58
Properties=species:S:1:pos:R:3:forces:R:3:mulliken_charge:R:1 method="wB97M-V/def2-TZVPD" e_tot_ev=-309041.2756 homo_energy_ev="-6.5 / -6.4" orbital_gap_ev="4.805 / 4.765" charge=0 relative_energy_kcal_mol=22.6
Rh 1.84367 -0.13091 0.70881 -0.3 0.4 0.9 -0.03
Se 3.74180 -3.55704 -2.93111 -0.2 0.0 0.1 -0.57
Sb 4.43452 -2.82044 -0.77088 0.6 -0.9 0.2 0.19
Se 3.77488 -0.33531 -0.67003 -1.3 0.0 0.5 -0.38
Se 1.93466 -2.07525 2.17527 0.4 1.8 -0.2 -0.13
Se 2.54379 -3.85875 0.97331 0.1 -0.8 -1.0 -0.39
N -0.36995 2.59960 -0.30364 -0.5 -0.3 0.0 -0.18
C -1.48573 1.94115 0.19237 0.2 0.1 0.0 0.04
C -2.56975 2.71805 0.62474 0.0 0.0 0.0 -0.57
C -3.72908 2.13274 1.09700 0.0 0.1 0.0 -0.62
C -3.85031 0.74948 1.14274 0.1 0.0 -0.1 -0.88
C -2.78769 -0.02613 0.70902 -0.1 -0.1 0.0 -0.68
C -1.59516 0.53147 0.23105 0.2 0.2 0.2 0.67
P -0.21246 -0.55803 -0.28140 0.5 -0.2 -0.3 2.46
C -0.10847 -0.38909 -2.08800 0.1 0.0 0.0 -0.21
C -1.06303 0.31551 -2.81638 -0.1 0.1 0.0 -0.09
C -0.98050 0.37147 -4.20267 0.0 0.0 0.1 -0.71
C 0.04753 -0.28235 -4.86388 0.1 -0.1 0.0 -0.51
C 0.99624 -1.00030 -4.14202 0.0 0.1 0.1 -0.58
C 0.92330 -1.05021 -2.75777 0.0 0.1 -0.1 0.33
C -0.88333 -2.23311 -0.03611 0.0 0.0 0.1 0.16
C -1.10147 -2.69701 1.26213 -0.2 -0.2 0.0 0.06
C -1.64133 -3.95399 1.48545 0.1 0.1 -0.1 -0.79
C -1.96369 -4.76867 0.40514 0.0 0.0 -0.1 -0.61
C -1.76325 -4.31123 -0.88825 0.0 0.0 0.0 -0.67
C -1.23521 -3.04228 -1.11028 0.1 -0.1 -0.1 -0.54
H -0.29742 3.57126 -0.05910 0.0 0.1 0.0 0.39
H 0.51861 2.13715 -0.25235 0.2 -0.1 0.0 -0.12
H -2.48371 3.80177 0.58232 0.0 -0.1 0.0 0.35
H -4.54910 2.76276 1.42380 0.1 0.0 0.0 0.37
H -4.75912 0.28035 1.50220 0.1 0.0 0.0 0.43
H -2.89128 -1.10187 0.73162 0.0 0.0 0.0 0.41
H -1.87658 0.82022 -2.30777 0.0 0.0 0.0 0.35
H -1.72197 0.92808 -4.76347 0.0 0.0 0.0 0.42
H 0.11090 -0.23202 -5.94573 0.0 0.0 0.1 0.39
H 1.80711 -1.51674 -4.63962 0.0 0.0 0.0 0.39
H 1.67861 -1.60875 -2.21591 -0.1 0.0 0.0 -0.26
H -0.85525 -2.06836 2.10350 0.0 0.0 0.0 0.43
H -1.79396 -4.30440 2.50009 0.0 0.0 -0.1 0.44
H -2.36985 -5.75921 0.57379 0.0 0.0 0.0 0.38
H -2.00885 -4.94380 -1.73419 0.0 0.1 0.1 0.42
H -1.07510 -2.70001 -2.12574 0.0 0.0 0.1 0.38
C -0.06098 0.82172 3.48545 -0.2 0.0 -0.1 -0.68
O 1.09409 1.15619 2.72494 -0.2 -0.5 -0.2 -0.15
C 1.38464 2.54120 2.74493 -0.2 -0.1 -0.1 -0.53
C 2.64172 2.76055 1.97182 0.3 0.1 -0.1 -0.72
O 2.42629 2.44864 0.60327 -0.1 0.0 -0.1 0.16
C 3.49385 2.88276 -0.23325 0.1 0.1 0.0 -1.16
H 0.05594 1.14000 4.52431 0.1 0.0 0.0 0.37
H -0.17469 -0.25891 3.45460 0.1 0.0 0.0 0.06
H -0.95178 1.29141 3.05608 0.0 0.0 0.0 0.25
H 1.52805 2.87559 3.77662 0.0 0.0 0.1 0.44
H 0.56196 3.10942 2.30061 -0.1 0.0 0.0 0.24
H 3.43360 2.12457 2.37382 0.2 0.0 0.0 0.31
H 2.94760 3.80562 2.07452 0.0 0.1 0.0 0.49
H 3.62658 3.96398 -0.14760 -0.1 0.0 0.1 0.32
H 3.23687 2.62550 -1.25707 0.0 0.0 0.0 0.31
H 4.42329 2.37597 0.02893 0.0 0.0 0.0 0.38

No. 2
99
Properties=species:S:1:pos:R:3:forces:R:3:mulliken_charge:R:1 method="wB97M-V/def2-TZVPD" e_tot_ev=-60121.8843 homo_energy_ev=-7.6 orbital_gap_ev=8.236 charge=0 relative_energy_kcal_mol=0.0
O -1.05811 -1.58385 -0.86344 -1.6 0.6 0.3 -0.35
O 1.24295 -1.82856 -2.52200 0.3 -0.4 -0.9 0.24
C -1.38402 -2.80719 -0.16985 0.6 0.0 -0.4 0.04
C -2.84580 -3.08417 0.10258 0.0 -0.1 0.2 -1.53
H -0.82499 -2.77583 0.78119 -0.1 0.1 -0.3 0.18
H -0.94011 -3.61320 -0.77875 -0.2 0.0 0.3 0.14
H -3.32497 -2.30068 0.70122 0.1 -0.1 -0.3 0.33
H -2.88072 -3.99671 0.70046 -0.1 -0.1 -0.1 0.43
H -3.40385 -3.26327 -0.82060 -0.1 0.1 0.2 0.32
C -2.09529 -0.98706 -1.68390 0.2 0.0 0.5 0.22
C -2.18038 -1.64505 -3.03649 -0.1 -0.2 -0.3 -1.13
H -1.83090 0.07384 -1.81147 0.1 -0.2 0.2 -0.19
H -3.05451 -1.02655 -1.13749 0.3 0.1 -0.3 0.15
H -1.20380 -1.63865 -3.53761 -0.3 0.1 0.3 -0.25
H -2.91100 -1.13178 -3.68065 0.2 -0.1 0.2 0.53
H -2.50137 -2.68395 -2.91027 0.0 0.0 -0.2 0.27
C 2.07234 -0.84961 -3.16592 0.2 -0.3 0.5 0.43
C 1.27271 -3.13816 -3.10984 0.1 0.5 0.3 -0.27
C 1.23475 0.17963 -3.88475 -0.1 0.0 -0.3 -1.11
H 2.78950 -1.33216 -3.85377 -0.2 0.1 0.2 0.46
H 2.65405 -0.36689 -2.36633 -0.1 -0.1 -0.4 -0.59
H 0.68719 -0.28998 -4.71717 0.1 0.3 0.3 0.41
H 1.90055 0.94796 -4.29069 -0.2 0.0 0.0 0.42
H 0.52786 0.66482 -3.19480 0.2 -0.2 -0.2 -0.12
C 0.92796 -3.18112 -4.58484 -0.2 -0.3 -0.2 -1.33
H 0.54518 -3.71879 -2.52368 0.2 0.1 -0.2 0.08
H 2.27591 -3.57289 -2.95963 -0.2 0.0 0.0 0.32
H -0.06853 -2.76655 -4.79438 0.4 -0.1 0.0 0.24
H 0.92126 -4.23372 -4.89770 0.0 0.2 0.0 0.45
H 1.68237 -2.67872 -5.19735 -0.2 0.0 0.1 0.33
H 0.68052 -1.27969 -0.47899 1.5 0.8 1.4 -0.69
N -2.05540 1.53292 1.74295 0.7 0.0 -0.2 1.74
C -1.99277 2.55911 2.59593 -0.2 -0.9 -0.5 1.26
C -0.82597 3.30572 2.82053 0.1 0.4 0.1 -2.51
C 0.34873 3.34006 2.04053 0.4 -0.8 -0.2 1.33
C -3.23673 2.98497 3.35239 0.0 0.1 0.1 -1.58
H -3.81507 2.12341 3.72389 0.2 0.3 -0.3 0.26
H -3.88972 3.60287 2.71306 0.2 -0.3 0.2 0.22
H -2.93006 3.59141 4.21047 -0.2 -0.1 -0.2 0.50
C 1.26245 4.53239 2.15622 -0.1 0.3 0.2 -1.60
H 1.53683 4.91505 1.16234 -0.1 -0.2 0.3 0.29
H 2.19282 4.28913 2.69258 -0.3 0.0 -0.2 0.20
H 0.73527 5.31649 2.70550 0.2 0.0 -0.1 0.53
N 0.68960 2.34857 1.22437 -0.1 -0.1 0.1 1.50
C -3.30121 1.00961 1.31137 -0.7 0.1 0.5 -0.86
C -3.90277 -0.06111 2.00693 -0.1 0.4 -0.4 0.71
C -3.24236 -0.68282 3.19782 0.1 -0.1 0.4 -1.26
C -5.15005 -0.52546 1.58697 0.2 0.3 -0.3 -0.44
H -5.60529 -1.32322 2.16846 -0.1 0.1 -0.2 0.42
C -5.78253 0.02941 0.47334 0.0 0.0 0.1 -0.88
H -6.74942 -0.36202 0.15459 0.2 0.1 0.0 0.38
C -5.19072 1.09862 -0.20378 0.2 -0.4 0.3 -1.01
H -5.67622 1.54577 -1.06563 0.0 0.0 0.1 0.44
C -3.96168 1.61005 0.22075 -0.1 -0.5 0.4 1.39
C -3.37568 2.81600 -0.42986 0.3 0.3 -0.3 -1.62
C 1.88438 2.31922 0.46513 0.6 0.5 -0.4 -1.49
C 3.08670 1.85396 1.05862 -0.6 0.4 -0.4 1.94
C 3.11819 1.49932 2.51334 0.2 -0.1 0.4 -1.63
C 4.21266 1.71638 0.25212 -0.2 0.0 -0.1 -0.74
H 5.13970 1.36150 0.70558 -0.2 0.1 -0.2 0.42
C 4.15165 2.01158 -1.10837 0.1 0.1 -0.1 -1.01
H 5.04263 1.90020 -1.72182 -0.1 0.0 0.1 0.40
C 2.97045 2.47488 -1.68931 0.2 -0.2 0.1 -0.88
H 2.93575 2.71668 -2.75537 0.0 -0.1 0.3 0.50
C 1.82036 2.62177 -0.91880 0.1 -0.2 0.8 1.11
C 0.51849 3.06583 -1.52262 -0.2 0.2 -0.3 -1.09
Mg -0.18900 0.54396 1.40627 -0.9 0.1 0.5 0.54
H -2.54198 -1.47671 2.89471 -0.1 0.2 0.1 0.08
H -3.99622 -1.13426 3.85743 0.2 0.0 -0.2 0.55
H -2.67856 0.05083 3.78858 -0.1 -0.3 -0.2 0.24
H -2.29347 2.72023 -0.56936 -0.1 0.0 0.1 0.05
H -3.54690 3.71828 0.17127 0.1 -0.1 -0.1 0.32
H -3.82968 2.97639 -1.40876 0.0 0.1 0.0 0.47
H 4.10008 1.09157 2.78128 -0.2 0.1 0.0 0.47
H 2.36090 0.75204 2.80659 0.2 0.3 -0.2 0.19
H 2.95023 2.38357 3.14058 0.0 -0.2 -0.1 0.30
H -0.01981 3.76212 -0.86339 0.1 -0.2 -0.2 0.43
H -0.15811 2.21332 -1.72319 0.2 0.3 0.2 -0.18
H 0.69450 3.57493 -2.48183 -0.1 -0.2 0.2 0.49
H -0.89591 4.02957 3.62534 0.0 0.1 -0.3 0.37
C 1.59242 -0.88652 0.10987 -0.8 -0.5 -0.4 1.93
Si 2.93934 -2.26118 0.28033 -0.3 0.9 0.6 0.23
H 1.98834 -0.03035 -0.46132 0.0 -0.4 0.3 -0.83
H 1.43329 -0.55683 1.17017 0.3 -0.6 -0.8 0.10
C 2.33472 -4.04673 0.25248 -0.1 0.1 -0.1 -1.06
C 3.63847 -1.97935 2.00999 0.2 -0.2 0.0 -1.15
C 4.28853 -1.95790 -0.97578 0.4 -0.3 -0.3 -0.88
H 5.21282 -2.44836 -0.63355 -0.2 0.1 -0.1 0.54
H 4.51623 -0.89179 -1.10652 -0.1 -0.2 0.1 0.24
H 4.03372 -2.37912 -1.95934 0.1 0.1 0.2 0.14
H 1.73515 -4.24676 1.15286 0.1 0.0 -0.2 0.30
H 3.19813 -4.72836 0.26496 -0.2 0.2 0.0 0.40
H 1.73540 -4.27721 -0.63448 0.1 0.0 0.2 0.23
H 2.83098 -1.86461 2.74941 0.2 0.0 -0.2 0.26
H 4.28977 -1.09496 2.05392 -0.2 -0.2 0.0 0.21
H 4.24715 -2.84668 2.30108 -0.1 0.2 0.0 0.47
O -0.05655 -0.85733 5.45870 0.2 0.1 -1.2 -0.72
C 0.06091 -0.65133 4.28388 -0.2 0.2 -0.1 0.73
N 0.15532 -0.43019 3.10453 0.0 -0.4 1.0 -0.87

No. 3
14
Properties=species:S:1:pos:R:3:forces:R:3:mulliken_charge:R:1 method="wB97M-V/def2-TZVPD" e_tot_ev=-6792.0011 homo_energy_ev=-14.2 orbital_gap_ev=9.413 charge=+1 relative_energy_kcal_mol=140.4 smiles="C=CC[NH+]1C=C1"
C 2.58133 0.05457 0.05363 0.0 1.3 -1.2 -0.65
C 1.33276 0.22570 -0.28181 -4.4 -1.9 2.2 -0.13
C -0.15207 -0.44420 0.64215 2.9 2.1 -1.5 -0.60
N -1.22643 -0.24158 -0.44432 2.7 -1.7 1.1 -0.13
C -2.13058 0.95525 -0.44239 -0.5 -3.6 1.7 -0.14
C -2.57209 -0.15194 0.07964 -2.2 -0.7 -2.2 -0.04
H 3.26166 0.35447 -0.73805 0.4 0.1 0.4 0.25
H 2.93980 -0.09390 1.03903 0.3 -0.9 0.6 0.31
H 0.86529 0.68010 -1.14551 0.7 -0.2 -0.4 0.36
H -0.41900 0.22212 1.49179 0.2 -0.6 -0.6 0.34
H 0.04427 -1.51120 0.95983 -0.6 1.2 -0.8 0.37
H -0.89834 -0.78771 -1.29880 -1.3 1.2 0.8 0.40
H -2.04747 1.96524 -0.29115 0.5 2.4 -0.5 0.34
H -3.37554 -0.94242 0.22311 1.3 1.4 0.4 0.32